# 1
{
  "formula": "C19H20F2NO5S",
  "method": "ωB97M-V/def2-TZVPD",
  "elements": ["H", "C", "H", "C", "O", "C", "O", "C", "H", "H", "H", "C", "H", "C", "F", "C", "C", "C", "H", "H", "C", "C", "H", "C", "H", "C", "H", "C", "C", "H", "C", "F", "O", "H", "O", "N", "H", "H", "H", "C", "C", "H", "C", "H", "O", "H", "S", "H"],
  "positions_angstrom": [[-7.8489, 1.3219, -0.8899], [-3.3728, 0.6465, -2.4359], [4.5055, -2.0510, 4.2965], [-4.1483, 0.5306, -0.2270], [-0.5428, 2.2664, 4.5232], [3.9506, -0.0340, 4.8617], [2.5692, -0.4623, 4.8355], [-2.1208, 0.7071, 5.4523], [-0.1334, 2.6196, -1.2147], [5.8442, -1.0881, 4.9311], [-3.0419, 0.3538, 3.5096], [-2.6675, 0.4947, -0.1683], [0.3645, -1.2960, 6.4507], [-0.2769, 2.1691, -2.2151], [-1.3020, 2.8031, -2.8763], [-5.9071, 0.9826, -1.8026], [0.2712, 0.1012, 4.8539], [-4.9984, 0.6652, 0.8653], [-7.0466, 1.0200, 1.4503], [4.0855, 0.6437, 5.7144], [-6.7904, 1.0893, -0.7139], [-6.3464, 0.9256, 0.6101], [4.6136, -1.7118, 6.0270], [-2.9184, -0.1493, 4.4785], [-1.1141, -3.0561, 5.1842], [0.0830, -1.2737, 5.3617], [-1.9871, 0.1917, 6.4084], [1.6862, 0.5720, 4.7901], [-1.2983, -1.9757, 5.2986], [-6.2260, 1.1561, -2.8303], [-2.3117, -1.5362, 4.2199], [0.8779, 2.2856, -2.9700], [-3.2816, 0.7171, -3.6423], [-3.9310, -0.2571, 4.8972], [2.0719, 1.7319, 4.7020], [-2.2689, 0.5186, -1.5209], [-1.7521, -1.8403, 6.2936], [-4.5687, 0.5872, 1.8611], [-2.6861, 1.6195, 5.6388], [-0.7414, 1.1214, 4.9091], [-4.5705, 0.6772, -1.5357], [0.8646, -1.8993, 4.8743], [4.7753, -1.2885, 5.0324], [-3.1379, -2.2716, 4.2094], [-1.9336, 0.4995, 0.8156], [4.2001, 0.4763, 3.9150], [-0.5749, 0.3863, -1.9608], [-1.8838, -1.5685, 3.2047]],
  "gap_ev": 3.816,
  "molar_mass_g_mol": 412.43,
  "e_homo_ev": -2.6237,
  "relative_energy_kj_mol": 53.1,
  "charge": -1,
  "lumo_energy_ev": 1.193,
  "max_force_ev_per_a": 3.18
}



# 2
{
  "formula": "C19H20F4N2O4Ta",
  "method": "ωB97M-V/def2-TZVPD",
  "elements": ["H", "H", "F", "O", "C", "O", "H", "H", "F", "C", "C", "H", "C", "H", "C", "H", "H", "F", "C", "C", "H", "C", "C", "C", "C", "O", "C", "H", "H", "C", "F", "H", "H", "H", "H", "O", "N", "N", "C", "H", "H", "C", "H", "C", "H", "H", "C", "C", "C", "Ta"],
  "positions_angstrom": [[3.1853, 0.5167, 2.1853], [2.3684, 2.3448, 3.0901], [-0.6976, -2.3663, 3.7542], [-1.3302, -1.5062, -0.3807], [2.6894, 0.6413, -0.6682], [0.0059, 0.0423, -1.7194], [-0.7962, 2.8550, -1.4893], [0.7707, 0.4400, 3.0542], [-0.6762, -5.0625, 3.8991], [2.0635, 2.3570, 0.9302], [2.5713, 1.6528, -1.7895], [0.6830, 2.5419, 2.6409], [-1.1547, 2.4344, 0.6747], [3.0434, 2.6027, -1.5439], [-2.7798, 0.8502, 0.2618], [3.0877, 1.2472, -2.6588], [0.2924, -6.3063, 1.8116], [1.2541, -5.2554, -0.3806], [1.7036, 2.7792, 2.3459], [0.2673, -2.4149, 1.6169], [-2.2129, 1.4498, 2.3501], [1.2222, -0.4045, 2.5364], [-2.3521, 1.3532, -0.9671], [-2.0254, 1.4998, 1.2881], [-0.2009, -4.4702, 2.8072], [-1.9414, -2.8288, -2.0687], [0.2880, -5.2272, 1.7609], [2.7938, -0.8686, 1.1736], [-3.5039, 0.0673, 0.4264], [-0.2122, -3.0890, 2.7369], [1.2549, -2.5886, -0.5272], [1.5280, 2.9592, 0.1984], [3.1279, 2.5617, 0.7793], [1.5216, -1.1397, 3.2797], [-2.6839, 1.0124, -1.9359], [-0.5623, -0.7697, -3.7221], [1.8438, 0.9117, 0.5605], [0.2502, -0.9993, 1.5969], [0.7685, -4.5659, 0.6484], [1.8192, 3.8612, 2.4130], [-0.5121, 3.1263, 1.1875], [-0.6220, -0.8179, -2.5398], [3.7263, 0.6101, -0.3190], [-1.4102, -1.8425, -1.6792], [2.4261, -0.3593, -1.0075], [1.5437, 1.8394, -2.0924], [2.3775, 0.0226, 1.6445], [0.7662, -3.1853, 0.5764], [-1.3607, 2.3334, -0.7329], [-0.4346, 0.1615, 0.1986]],
  "gap_ev": 7.604,
  "molar_mass_g_mol": 597.32,
  "e_homo_ev": -12.2563,
  "relative_energy_kj_mol": 27.9,
  "charge": 1,
  "lumo_energy_ev": -4.653,
  "max_force_ev_per_a": 1.64
}



# 3
{
  "formula": "C19H20F6MgN2O4PS",
  "method": "ωB97M-V/def2-TZVPD",
  "elements": ["H", "H", "N", "S", "H", "F", "C", "C", "C", "H", "H", "O", "H", "C", "Mg", "C", "O", "N", "C", "H", "C", "H", "H", "O", "H", "C", "C", "C", "H", "C", "F", "F", "C", "H", "H", "F", "H", "F", "H", "C", "P", "F", "C", "C", "O", "H", "C", "C", "C", "H", "C", "H", "H", "H"],
  "positions_angstrom": [[-6.9601, -0.6081, -1.9676], [-5.1725, -2.1176, -2.7659], [-1.5720, 1.6784, -0.2920], [0.5420, -2.6244, 1.2437], [-0.6324, -2.8726, -0.7898], [3.9807, -2.9296, -1.8967], [-0.4285, -2.8870, 2.7598], [3.8557, 2.8324, 0.9838], [-4.9198, -1.2268, -2.2059], [-0.3520, -1.9277, 3.2705], [4.6509, 0.2565, -0.1671], [2.4063, 1.2293, 0.0765], [3.0615, 5.8772, 2.2554], [2.5366, 2.3705, 0.5833], [0.9303, 0.0416, -0.4827], [-1.8386, 0.5005, -0.9499], [4.9417, 2.0394, 0.8844], [-0.2770, 1.7843, -0.0565], [-3.2663, 0.2225, -1.2265], [-0.6914, 3.6564, 0.6925], [2.8922, 4.9145, 1.7928], [0.0711, -3.6441, 3.3622], [-0.6452, -4.3617, 0.1810], [0.4520, -1.1142, 1.0630], [-2.7967, -1.5710, -2.2894], [-2.0659, -2.8651, 0.9107], [1.4130, 3.2678, 0.8242], [-5.6002, 0.7725, -1.0496], [4.9963, 4.3546, 1.8638], [4.0001, 4.0532, 1.5668], [2.8652, -1.4585, -0.4898], [1.5527, -0.7192, -2.1921], [1.6413, 4.5369, 1.4293], [-4.0073, 1.9678, -0.2358], [6.2101, 1.0991, -0.3721], [1.6840, -2.9596, -1.7027], [4.7450, 1.7087, -1.1757], [3.8418, -0.6906, -2.4062], [-2.0082, -4.3359, 2.4837], [-3.5945, -0.9282, -1.9412], [2.8209, -1.8741, -2.0871], [2.6226, -2.1824, -3.6258], [-1.8683, -3.2591, 2.3732], [0.0958, 2.9313, 0.4951], [-0.9565, -0.3000, -1.3133], [-2.5836, -2.7678, 3.0315], [5.1336, 1.2216, -0.2824], [-4.2745, 1.0754, -0.7828], [-0.7812, -3.2773, 0.2095], [0.7920, 5.1870, 1.5959], [-5.9236, -0.3762, -1.7586], [-2.9358, -3.3499, 0.4678], [-6.3835, 1.4359, -0.7074], [-2.2000, -1.7866, 0.8119]],
  "gap_ev": [7.686, 5.599],
  "molar_mass_g_mol": 541.71,
  "e_homo_ev": [-8.1390, -8.1057],
  "relative_energy_kj_mol": 12.6,
  "multiplicity": 2,
  "lumo_energy_ev": [-0.453, -2.507],
  "max_force_ev_per_a": 0.17
}



# 4
{
  "formula": "C19H20Ge2MnNS5",
  "method": "ωB97M-V/def2-TZVPD",
  "elements": ["S", "H", "C", "C", "H", "C", "H", "C", "H", "H", "H", "H", "C", "C", "H", "C", "C", "S", "H", "C", "H", "S", "H", "H", "C", "S", "H", "C", "Ge", "C", "C", "S", "C", "C", "H", "H", "H", "H", "C", "C", "C", "Mn", "H", "H", "H", "C", "N", "Ge"],
  "positions_angstrom": [[-0.6080, 0.2353, -1.3571], [3.7594, 2.1778, 3.9914], [3.2371, -0.8619, 3.4273], [-0.6942, 2.3602, 3.6306], [1.0228, 3.2680, -0.0377], [-2.7279, 1.8727, -0.7506], [-1.8014, 3.8794, 4.6451], [3.8422, 1.6272, 0.5966], [3.8494, -3.8276, 4.9398], [0.1002, 3.0435, 3.3606], [5.0061, -1.7618, 4.2381], [0.1639, -2.2916, 3.4388], [1.8670, -0.9806, 3.1910], [1.9289, -3.1767, 4.2306], [2.4340, 3.3465, 4.1081], [-1.3449, -1.5944, 1.0941], [3.9442, -1.8761, 4.0605], [-2.1462, 2.1304, 0.8191], [3.7688, 0.0314, 3.1253], [-2.0631, 1.0409, -1.6874], [-3.6073, -0.0014, 4.5814], [-2.8338, 0.8809, -3.2186], [-1.6529, -0.8948, 3.4197], [4.4466, 0.8443, 1.0533], [-0.6158, 1.0029, 3.2735], [-5.4036, 2.1340, -3.9541], [3.8911, 3.7497, 3.1851], [1.4695, 3.6677, 0.8743], [2.4627, 2.2764, 1.7944], [-1.6879, 0.1642, 3.6247], [3.2043, 2.9430, 3.4514], [-4.1851, 2.6090, -1.3042], [-4.2260, 1.8952, -2.9012], [-2.8309, 1.9929, 4.6795], [0.6795, 4.0932, 1.4928], [3.3893, 1.2319, -0.3134], [-3.6791, 2.3799, 5.2293], [1.4191, -4.0783, 4.5466], [-1.7743, 2.8389, 4.3477], [-2.7907, 0.6580, 4.3183], [1.2282, -2.1599, 3.5991], [-0.9630, 0.2682, 0.8501], [2.1538, 4.4712, 0.5959], [-1.9159, -3.6653, 1.2148], [4.4993, 2.4538, 0.3219], [3.2942, -3.0347, 4.4556], [-1.6947, -2.6902, 1.1590], [0.9462, 0.4303, 2.2395]],
  "gap_ev": [5.346, 5.548],
  "molar_mass_g_mol": 622.87,
  "e_homo_ev": [-10.8890, -10.9611],
  "relative_energy_kj_mol": 82.5,
  "multiplicity": 2,
  "charge": 1,
  "lumo_energy_ev": [-5.543, -5.413],
  "max_force_ev_per_a": 1.51
}



# 5
{
  "formula": "C19H20N2O3S",
  "method": "ωB97M-V/def2-TZVPD",
  "elements": ["C", "C", "C", "H", "S", "O", "C", "C", "C", "H", "H", "C", "C", "H", "H", "C", "H", "H", "H", "C", "C", "H", "O", "H", "H", "H", "C", "C", "C", "H", "C", "H", "H", "H", "H", "C", "H", "O", "N", "C", "N", "C", "C", "H", "H"],
  "positions_angstrom": [[-0.8013, -2.6640, -2.9838], [-1.5813, 0.6405, 0.9003], [-1.4468, 1.7139, -0.0131], [-3.9935, -1.0235, -0.9081], [0.7159, -1.7318, 2.0890], [1.2292, -0.7912, -3.8220], [0.6924, 0.4999, -4.0716], [0.4276, 2.9971, 4.5679], [-2.1996, 1.8705, -1.1970], [-2.5248, -1.3297, 1.0528], [2.6471, 0.6260, 1.2956], [-0.7218, 0.6539, 2.1331], [0.9624, -1.4926, 0.2743], [-1.5420, -3.4231, -2.5739], [-0.3030, 0.7140, -3.7658], [1.1602, -1.0728, -2.5096], [1.3006, 1.2375, -3.5452], [0.6018, 0.6306, -5.1569], [-2.0280, 2.6779, -1.9837], [-2.4555, -0.4066, 0.4717], [3.0412, -0.0933, 0.5412], [-1.3919, -1.8644, -3.4168], [-0.4752, -2.5540, 2.4014], [1.6764, 0.4181, 4.2466], [3.6911, -0.8972, 0.9947], [-0.7201, 2.4584, 0.2506], [2.1488, -0.5064, -1.6600], [-3.3316, -0.2134, -0.6357], [-3.1300, 0.8652, -1.5183], [2.9669, 0.0795, -2.0936], [0.7520, 0.5335, 3.7274], [3.7524, 0.5731, 0.0490], [-0.6308, -2.9425, -0.2295], [-3.6776, 0.8638, -2.4340], [0.9136, 2.6569, 5.5143], [1.9888, -0.7500, -0.2606], [1.1549, 3.6422, 4.0940], [1.9747, -2.2190, 2.6692], [-0.7862, 1.7820, 2.8043], [0.1681, 1.8082, 3.7467], [0.3121, -0.1106, 2.6293], [0.1309, -2.1700, -0.6177], [0.1590, -2.0117, -2.0098], [-0.2036, -3.1001, -3.8191], [-0.6233, 3.4251, 4.7725]],
  "gap_ev": 8.852,
  "molar_mass_g_mol": 356.45,
  "e_homo_ev": -8.4415,
  "smiles": "COc1cc(C)c(S(=O)(=O)n2cc(C)nc2-c2ccccc2)cc1C",
  "relative_energy_kj_mol": 433.7,
  "lumo_energy_ev": 0.411,
  "max_force_ev_per_a": 4.01
}